# 1
This record from OMol25 describes CH12NO5 as an isolated structure at a distorted geometry. The level of theory is ωB97M-V/def2-TZVPD.

Output
**M**: 118.11 g/mol
**Total energy**: -476.14316 a.u.
**Highest occupied orbital energy**: -3.9 eV
**F_max**: 15.53 eV/A
**Frontier orbital gap**: 7.9 eV
**Total charge**: -1
**Energy above the lowest of the compared OMol25 structures with the same formula, charge and spin**: 429.22 kJ/mol

Atoms and positions in Å:
N (0.5539, 1.0036, -0.2138)
C (1.9072, 0.5141, -0.0892)
O (2.3223, 0.3209, 1.2338)
H (0.4248, 1.7827, 0.3911)
H (-0.0982, 0.3035, 0.0660)
H (1.9516, -0.4333, -0.6533)
H (2.5988, 1.2402, -0.5306)
H (1.6686, -0.3293, 1.5923)
H (-0.0087, -0.8329, 2.8603)
O (0.4878, -1.3863, 2.2735)
H (-0.2039, -1.5769, 1.4883)
H (-1.8734, -2.3128, 0.4941)
O (-1.1761, -1.6787, 0.3021)
H (-1.6989, -0.4554, -0.4451)
H (-2.7683, 0.0910, -1.4938)
O (-2.0572, 0.4169, -0.9243)
H (-1.7512, 0.4500, -1.9024)
H (-0.5438, 1.2803, -1.9579)
O (-1.3283, 1.1048, -2.4655)

The net atomic charges from natural (NBO), expressed in e, are: atom 1 (N): -0.86, atom 2 (C): 0.09, atom 3 (O): -0.78, atom 4 (H): 0.35, atom 5 (H): 0.38, atom 6 (H): 0.15, atom 7 (H): 0.14, atom 8 (H): 0.50, atom 9 (H): 0.45, atom 10 (O): -1.03, atom 11 (H): 0.52, atom 12 (H): 0.44, atom 13 (O): -1.22, atom 14 (H): 0.51, atom 15 (H): 0.46, atom 16 (O): -0.88, atom 17 (H): 0.41, atom 18 (H): 0.46, atom 19 (O): -1.09



# 2
This record from OMol25 describes one molecule with the formula C14H16N4O3S at a distorted geometry. The level of theory is ωB97M-V/def2-TZVPD.

Output
**M**: 320.37 g/mol
**Total energy**: -1385.90408 a.u.
**Highest occupied orbital energy**: -8.8 eV
**F_max**: 4.32 eV/A
**SMILES**: [H]/N=C1\Oc2[nH]nc(CC(=O)OC)c2C2(CCSCC2)[C@@H]1C#N
**Frontier orbital gap**: 9.3 eV
**Total charge**: 0
**Energy above the lowest of the compared OMol25 structures with the same formula, charge and spin**: 526.83 kJ/mol

Atoms and positions in Å:
H (2.1259, -2.9399, 3.0065)
N (1.4423, -3.0758, 2.2620)
C (0.3829, -2.4157, 2.3354)
O (0.4153, -1.4203, 3.2450)
C (0.0505, -0.1941, 2.6750)
N (-0.0092, 1.0104, 3.3502)
N (-0.5953, 1.9513, 2.5780)
C (-0.5951, 1.5528, 1.3181)
C (-1.3071, 2.4823, 0.2434)
C (-0.3084, 3.1091, -0.6949)
O (0.4114, 4.0191, -0.2813)
O (-0.3290, 2.4743, -1.9117)
C (0.5863, 3.0340, -2.9364)
C (-0.3734, 0.0760, 1.3558)
C (-0.1531, -0.9995, 0.2796)
C (-1.1366, -1.0054, -0.8953)
C (-0.6107, -1.9333, -1.9964)
S (0.5586, -0.8653, -2.9949)
C (1.5774, -0.2759, -1.6240)
C (1.3751, -1.0133, -0.2472)
C (-0.4940, -2.3212, 1.0987)
C (-1.9207, -2.6143, 1.5315)
N (-2.9390, -2.7787, 2.0347)
H (0.5886, 1.1914, 4.1993)
H (-1.8979, 3.2408, 0.7483)
H (-1.9923, 1.8611, -0.3578)
H (-0.0522, 3.4501, -3.7400)
H (1.2604, 3.8139, -2.4660)
H (1.1854, 2.2449, -3.3521)
H (-1.1891, 0.0635, -1.3696)
H (-2.1439, -1.3504, -0.5798)
H (-0.0435, -2.8198, -1.6107)
H (-1.3922, -2.3327, -2.7102)
H (1.4758, 0.8358, -1.4211)
H (2.6514, -0.4991, -1.7992)
H (1.7844, -1.9464, -0.2410)
H (1.9460, -0.4194, 0.3941)
H (-0.3351, -3.1903, 0.5740)

The net atomic charges from natural (NBO), expressed in e, are: atom 1 (H): 0.36, atom 2 (N): -0.63, atom 3 (C): 0.57, atom 4 (O): -0.48, atom 5 (C): 0.44, atom 6 (N): -0.37, atom 7 (N): -0.25, atom 8 (C): 0.19, atom 9 (C): -0.53, atom 10 (C): 0.80, atom 11 (O): -0.58, atom 12 (O): -0.52, atom 13 (C): -0.28, atom 14 (C): -0.22, atom 15 (C): 0.02, atom 16 (C): -0.45, atom 17 (C): -0.51, atom 18 (S): 0.18, atom 19 (C): -0.56, atom 20 (C): -0.40, atom 21 (C): -0.38, atom 22 (C): 0.28, atom 23 (N): -0.30, atom 24 (H): 0.43, atom 25 (H): 0.26, atom 26 (H): 0.23, atom 27 (H): 0.20, atom 28 (H): 0.22, atom 29 (H): 0.20, atom 30 (H): 0.24, atom 31 (H): 0.23, atom 32 (H): 0.21, atom 33 (H): 0.25, atom 34 (H): 0.22, atom 35 (H): 0.23, atom 36 (H): 0.22, atom 37 (H): 0.22, atom 38 (H): 0.27



# 3
This record from OMol25 describes one molecule with the formula C24H31N3O6S. The level of theory is ωB97M-V/def2-TZVPD.

Output
**M**: 489.59 g/mol
**Total energy**: -1947.07310 a.u.
**Highest occupied orbital energy**: -8.0 eV
**F_max**: 0.99 eV/A
**SMILES**: CCOc1ccc(CCNC(=O)CN(C)S(=O)(=O)c2ccc3c(c2)CCC(=O)N3)cc1OCC
**Frontier orbital gap**: 8.3 eV
**Total charge**: 0
**Energy above the lowest of the compared OMol25 structures with the same formula, charge and spin**: 157.70 kJ/mol

Atoms and positions in Å:
C (-0.3147, -3.7403, -3.2501)
C (0.3291, -2.6352, -4.0839)
O (1.7444, -2.7122, -4.0692)
C (2.3485, -2.4472, -2.8603)
C (3.1306, -3.4391, -2.2885)
C (3.7784, -3.2368, -1.0851)
C (3.6400, -2.0294, -0.4188)
C (4.2406, -1.8301, 0.9445)
C (3.4768, -2.6505, 1.9949)
N (2.1095, -2.2117, 2.1612)
C (1.0668, -2.8887, 1.6531)
O (1.1582, -3.9221, 1.0221)
C (-0.2935, -2.2508, 1.9795)
N (-0.5527, -1.0282, 1.2508)
C (-0.6568, -1.1540, -0.1843)
S (0.1681, 0.3734, 1.7953)
O (0.5681, 0.1561, 3.1589)
O (1.1676, 0.8598, 0.8834)
C (-1.2274, 1.4812, 1.7392)
C (-2.1965, 1.3844, 2.7193)
C (-3.3077, 2.2034, 2.6571)
C (-3.4454, 3.1104, 1.6076)
C (-2.4530, 3.2131, 0.6235)
C (-1.3460, 2.3873, 0.7009)
C (-2.6299, 4.2483, -0.4475)
C (-4.1074, 4.3843, -0.8040)
C (-4.9585, 4.6282, 0.4235)
O (-5.9418, 5.3280, 0.4494)
N (-4.5534, 3.9370, 1.5342)
C (2.8929, -1.0157, -1.0016)
C (2.2485, -1.1993, -2.2184)
O (1.4931, -0.2382, -2.8334)
C (1.5670, 1.0939, -2.3581)
C (0.6296, 1.9343, -3.2131)
H (0.0045, -3.6680, -2.2120)
H (-0.0202, -4.7154, -3.6303)
H (-1.3974, -3.6551, -3.2962)
H (-0.0057, -1.6526, -3.7337)
H (0.0606, -2.7466, -5.1378)
H (3.2133, -4.3800, -2.8096)
H (4.3733, -4.0287, -0.6565)
H (5.2819, -2.1587, 0.9503)
H (4.2048, -0.7744, 1.2189)
H (3.9839, -2.5798, 2.9620)
H (3.4307, -3.6965, 1.6826)
H (1.9418, -1.3283, 2.6236)
H (-1.0796, -2.9706, 1.7349)
H (-0.3349, -2.0041, 3.0415)
H (-0.8669, -0.1683, -0.5925)
H (-1.4817, -1.8257, -0.4231)
H (0.2626, -1.5416, -0.6315)
H (-2.0613, 0.6779, 3.5214)
H (-4.0728, 2.1462, 3.4166)
H (-0.5552, 2.4532, -0.0302)
H (-2.2567, 5.2082, -0.0754)
H (-2.0477, 3.9869, -1.3316)
H (-4.4671, 3.4584, -1.2632)
H (-4.2748, 5.1969, -1.5103)
H (-5.1620, 3.9910, 2.3415)
H (2.7953, -0.0795, -0.4763)
H (1.2741, 1.1475, -1.3035)
H (2.5986, 1.4600, -2.4512)
H (0.9115, 1.8560, -4.2598)
H (0.6853, 2.9756, -2.9068)
H (-0.3939, 1.5819, -3.1065)

The net atomic charges from natural (NBO), expressed in e, are: atom 1 (C): -0.64, atom 2 (C): -0.06, atom 3 (O): -0.51, atom 4 (C): 0.22, atom 5 (C): -0.22, atom 6 (C): -0.21, atom 7 (C): -0.01, atom 8 (C): -0.42, atom 9 (C): -0.22, atom 10 (N): -0.63, atom 11 (C): 0.66, atom 12 (O): -0.62, atom 13 (C): -0.31, atom 14 (N): -0.68, atom 15 (C): -0.41, atom 16 (S): 2.33, atom 17 (O): -0.95, atom 18 (O): -0.96, atom 19 (C): -0.36, atom 20 (C): -0.15, atom 21 (C): -0.24, atom 22 (C): 0.17, atom 23 (C): 0.02, atom 24 (C): -0.19, atom 25 (C): -0.43, atom 26 (C): -0.50, atom 27 (C): 0.69, atom 28 (O): -0.58, atom 29 (N): -0.61, atom 30 (C): -0.32, atom 31 (C): 0.32, atom 32 (O): -0.53, atom 33 (C): -0.08, atom 34 (C): -0.62, atom 35 (H): 0.22, atom 36 (H): 0.21, atom 37 (H): 0.21, atom 38 (H): 0.18, atom 39 (H): 0.18, atom 40 (H): 0.22, atom 41 (H): 0.21, atom 42 (H): 0.22, atom 43 (H): 0.21, atom 44 (H): 0.20, atom 45 (H): 0.23, atom 46 (H): 0.42, atom 47 (H): 0.23, atom 48 (H): 0.24, atom 49 (H): 0.21, atom 50 (H): 0.21, atom 51 (H): 0.21, atom 52 (H): 0.24, atom 53 (H): 0.22, atom 54 (H): 0.24, atom 55 (H): 0.22, atom 56 (H): 0.23, atom 57 (H): 0.23, atom 58 (H): 0.25, atom 59 (H): 0.42, atom 60 (H): 0.24, atom 61 (H): 0.19, atom 62 (H): 0.18, atom 63 (H): 0.22, atom 64 (H): 0.21, atom 65 (H): 0.20



Question: Among the records above, which one has the highest highest occupied orbital energy?
Answer: CH12NO5